The following is a DFT calculation (ωB97M-V/def2-TZVPD) of a structure of composition C36H32IrN3O3PSSb.

Last column: Löwdin spin population.
Element x y z (Å)
C  -0.40  0.21  -3.92  0.01
H  -0.48  2.93  -0.56  0.01
C  0.71  -2.79  -0.43  0.04
C  -0.74  -1.44  2.73  0.02
C  -0.46  -2.61  3.42  0.01
O  -0.09  1.21  -1.62  0.22
H  -3.21  -1.09  -2.91  0.00
H  -0.26  0.98  -5.89  0.00
C  3.03  0.61  -1.52  0.02
C  1.03  3.95  3.81  0.01
C  -4.72  0.17  -2.05  0.00
H  -2.03  -0.86  1.13  0.01
H  1.95  0.60  -1.40  0.02
C  -1.44  -4.38  0.26  0.01
H  1.01  -3.69  4.57  0.00
C  3.69  0.52  -0.19  0.01
H  -2.29  -5.01  0.51  0.00
H  1.94  -4.40  0.29  0.00
H  3.29  1.56  -1.99  0.00
C  -3.44  -0.37  -2.14  0.00
H  -5.47  -0.09  -2.78  0.00
H  1.51  3.96  4.77  0.00
Sb  2.42  1.27  3.89  0.02
N  0.53  2.77  1.81  0.09
H  -0.64  -3.27  -5.48  0.00
C  -2.78  0.93  -0.22  0.03
C  -0.63  -2.16  -3.67  0.01
C  -2.47  0.00  -1.22  0.02
C  0.32  5.05  3.36  0.00
H  0.01  -5.80  0.94  0.00
Ir  0.59  0.77  0.70  2.55
H  6.73  0.05  1.23  0.00
C  -0.58  -2.29  -5.05  0.00
N  0.17  -0.45  2.65  0.12
C  -2.09  -1.22  2.15  0.01
C  -0.59  -2.35  -0.65  0.14
C  -4.06  1.44  -0.11  0.00
H  -0.80  5.83  1.70  0.00
H  3.35  -0.18  -2.18  0.00
H  5.37  0.69  3.22  0.00
N  2.96  0.74  0.91  0.11
H  -2.01  1.23  0.49  0.02
H  -0.31  4.67  -0.60  0.00
H  -2.61  -0.46  2.74  0.00
C  -5.03  1.06  -1.03  0.00
H  -6.04  1.45  -0.96  0.00
C  4.92  0.61  2.24  0.01
H  -1.21  -3.39  3.46  0.00
C  -1.67  -3.14  -0.30  0.03
C  -0.45  -1.17  -5.86  0.01
O  0.93  2.46  -3.44  0.02
H  -0.42  -1.28  -6.93  0.00
H  -4.31  2.13  0.68  0.00
C  1.12  2.83  3.00  0.01
P  -0.74  -0.58  -1.31  0.32
C  -0.71  3.84  -0.03  0.01
H  2.50  -1.68  4.72  0.00
H  5.60  0.02  -1.00  0.00
S  -0.28  1.79  -3.10  0.02
C  -0.25  4.99  2.11  0.00
H  -0.73  -3.03  -3.05  0.00
C  0.75  -2.76  4.07  0.00
H  0.22  5.93  3.98  0.00
C  -0.15  -4.83  0.48  0.02
O  -1.52  2.49  -3.15  0.01
C  -0.12  3.84  1.34  0.01
H  1.55  -2.17  -0.72  0.00
C  5.68  0.27  1.12  0.00
H  -2.68  -2.80  -0.48  0.00
C  -0.53  -0.89  -3.09  0.00
C  -0.36  0.09  -5.29  0.00
C  1.60  -1.66  4.13  0.00
H  -1.79  3.97  0.02  0.00
C  1.26  -0.53  3.42  0.02
C  3.57  0.83  2.08  0.01
C  5.05  0.25  -0.10  0.00
C  0.93  -4.04  0.13  0.00
H  -2.68  -2.13  2.18  0.00

Calculated values
Total charge   +2
Kohn-Sham gap (spin up / spin down)   8.0 / 6.3 eV
HOMO level (spin up / spin down)   -13.50 / -14.44 eV
Spin multiplicity   5

---

The following is a DFT calculation (ωB97M-V/def2-TZVPD) of a cluster of 2 separate species, C36H32N2O4S in total.

Last column: Löwdin charge in e.
Element x y z (Å)
C  4.89  1.90  -1.00  -0.04
C  5.71  0.78  -0.85  -0.05
C  2.96  3.33  -0.24  -0.09
C  -2.98  0.63  1.06  -0.03
C  -4.36  0.78  1.13  -0.08
H  2.93  3.59  -1.31  0.13
O  -2.08  -3.01  -2.09  -0.34
O  6.12  -3.08  -0.41  -0.02
H  1.57  1.24  -0.86  0.17
C  -4.55  0.30  -1.24  -0.06
C  -4.55  -3.21  1.43  -0.08
H  -1.55  4.03  2.30  0.12
H  4.98  2.56  -1.87  0.11
C  -0.23  -2.60  -0.31  -0.22
O  -0.81  -5.00  -1.27  -0.32
H  0.70  3.52  2.06  0.13
C  2.96  -3.56  -2.03  0.00
C  -2.59  -3.99  0.25  -0.26
H  -5.26  -2.40  1.62  0.10
C  -5.14  0.67  -0.03  -0.07
H  -6.21  0.87  0.01  0.11
H  0.42  4.94  -1.41  0.12
C  -2.85  5.43  -0.53  -0.08
H  -2.36  0.74  1.95  0.12
H  4.21  -2.58  0.99  0.10
H  -2.70  -0.31  -2.21  0.12
H  -0.62  1.85  1.25  0.10
C  1.03  1.85  -0.13  -0.01
C  3.91  -3.24  -1.03  -0.19
H  6.16  -0.96  0.34  0.09
C  -1.70  5.41  -1.33  -0.07
H  3.29  4.22  0.31  0.13
H  1.56  4.82  1.22  0.13
H  -5.47  -4.63  2.76  0.10
H  1.81  -1.90  1.31  0.10
H  6.48  0.55  -1.59  0.11
C  -4.65  -4.44  2.07  -0.09
H  3.08  1.61  1.88  0.12
C  -2.66  -5.22  0.92  -0.05
C  -0.20  1.38  0.36  -0.04
C  -3.53  -3.00  0.50  -0.07
H  -3.71  4.88  1.38  0.11
C  -1.60  4.43  1.28  -0.05
C  3.82  1.38  1.11  -0.05
N  1.59  3.00  0.22  -0.08
C  5.56  -0.06  0.25  -0.07
H  0.92  -3.64  -2.59  0.11
H  4.52  -0.40  2.12  0.11
H  -5.15  0.19  -2.15  0.11
C  -3.70  -5.44  1.83  -0.08
C  -0.49  4.94  -0.80  -0.03
H  -1.91  -5.99  0.72  0.11
H  -1.73  5.77  -2.36  0.11
H  3.33  -3.98  -2.97  0.12
C  3.47  -2.74  0.22  -0.03
C  1.15  -2.77  -0.58  -0.28
H  -3.45  -2.06  -0.05  0.08
C  3.91  2.18  -0.03  -0.24
H  -3.78  5.86  -0.92  0.11
H  -3.76  -6.40  2.34  0.10
H  -4.83  1.00  2.09  0.11
C  0.87  3.97  1.07  -0.09
C  2.14  -2.40  0.40  -0.04
S  -1.36  -3.69  -1.03  0.65
C  -0.92  0.41  -0.33  0.03
C  -2.35  0.34  -0.18  -0.23
C  -0.44  4.45  0.50  -0.23
C  4.63  0.25  1.24  -0.07
H  -0.58  -2.10  0.59  0.07
O  5.65  -3.51  -2.51  0.02
C  -3.18  0.06  -1.30  -0.03
N  5.30  -3.28  -1.33  -0.34
C  -2.81  4.91  0.76  -0.07
C  1.62  -3.35  -1.81  -0.04
H  -0.45  -0.10  -1.17  0.12

Calculated values
Energy above the lowest of the compared OMol25 structures with the same formula, charge and spin   620.06 kJ/mol
Total charge   0
Kohn-Sham gap   4.2 eV
HOMO level   -6.19 eV

---

The following is a DFT calculation (ωB97M-V/def2-TZVPD) of a structure of composition C36H33Cl2I2N7O4SW.

Last column: Löwdin charge in e.
Element x y z (Å)
C  -2.34  -0.19  -3.49  -0.51
H  -6.01  -1.55  -3.33  0.12
C  0.43  -1.88  -4.28  -0.15
H  -3.81  3.40  -2.04  0.13
C  -4.09  -1.49  -2.37  -0.11
N  0.03  0.01  2.62  -0.03
N  1.11  1.85  0.91  -0.03
O  1.05  7.79  0.91  0.14
C  1.29  4.26  1.21  -0.04
H  2.68  0.72  1.61  0.11
H  -4.56  -1.75  4.32  0.10
H  -5.07  -2.31  2.73  0.10
C  -2.80  -0.99  -2.44  -0.54
H  -4.41  3.05  2.66  0.11
C  -2.91  3.39  -1.44  0.01
H  1.74  -1.88  4.80  0.13
C  3.06  2.81  1.91  0.01
H  4.04  2.64  2.34  0.13
H  -2.64  3.06  2.64  0.09
C  1.07  -3.06  -3.91  -0.71
C  -4.61  -0.34  -4.40  -0.08
C  -0.61  3.23  0.02  -0.13
S  -0.73  0.54  -3.67  0.86
O  -2.26  0.32  1.31  -0.20
C  0.77  -0.99  3.11  -0.25
C  0.29  -0.87  -3.34  -0.47
C  1.31  -2.23  -1.65  -0.17
H  -1.64  -1.93  1.83  0.03
H  -3.11  -2.85  1.48  0.10
N  1.24  -1.50  0.78  -0.14
C  -4.66  -1.47  3.27  -0.02
C  -3.04  0.11  2.28  -0.46
C  1.46  -3.24  -2.59  -0.09
H  -0.93  1.79  3.02  0.10
H  -5.34  -0.63  3.19  0.10
O  1.81  6.67  2.59  0.10
N  -3.57  1.17  2.94  -0.12
H  1.01  -0.08  6.36  0.13
W  -0.28  0.26  0.36  1.56
H  -0.90  6.64  0.08  0.15
C  -0.03  0.99  4.80  -0.01
C  2.55  4.08  1.80  0.06
C  1.14  -1.06  4.45  0.02
C  2.30  1.72  1.48  -0.08
H  -5.30  -0.06  -5.18  0.12
N  -1.21  2.08  -0.37  -0.03
H  2.10  -0.97  0.71  0.11
Cl  -2.91  1.20  -5.76  0.71
C  -3.53  2.49  2.34  -0.01
H  -2.76  5.52  -1.25  0.14
C  -2.33  2.17  -1.08  -0.11
I  0.96  1.32  -6.39  -0.09
H  -2.39  -2.93  3.09  0.11
O  0.76  0.09  -1.24  -0.30
H  2.33  -3.15  0.02  0.15
H  0.38  -2.83  2.12  0.13
H  -3.50  0.24  4.82  0.09
H  -3.55  2.41  1.26  0.08
C  0.63  3.11  0.73  -0.12
C  -0.35  0.99  3.46  -0.11
H  2.09  -2.54  2.43  0.15
C  0.83  -0.99  -2.06  -0.40
Cl  -1.80  -1.52  -1.06  0.85
H  0.03  -1.75  -5.27  0.09
C  -0.49  5.65  0.26  0.10
C  -5.00  -1.16  -3.37  -0.05
C  0.73  -0.05  5.31  0.00
H  -4.38  -2.12  -1.54  0.10
C  -3.31  0.14  -4.46  -0.65
H  1.86  -4.20  -2.28  0.11
C  -3.88  1.15  4.37  -0.03
C  -1.15  4.49  -0.24  -0.10
C  1.40  -2.61  -0.19  -0.13
C  1.16  -2.06  2.13  -0.13
I  1.35  -4.58  -5.30  0.96
H  -2.80  1.24  -1.35  0.10
C  -2.33  4.56  -1.01  0.05
H  0.58  -3.31  0.01  0.13
H  3.12  4.93  2.16  0.13
H  -3.38  2.00  4.84  0.10
H  -4.95  1.23  4.56  0.10
N  1.22  6.77  1.53  -0.34
C  -2.58  -2.27  2.24  -0.04
C  0.65  5.53  0.97  -0.05
N  -3.37  -1.13  2.67  -0.10
H  -0.35  1.81  5.43  0.12

Calculated values
Energy above the lowest of the compared OMol25 structures with the same formula, charge and spin   131.26 kJ/mol
Total charge   +2
Kohn-Sham gap (spin up / spin down)   2.3 / 2.3 eV
HOMO level (spin up / spin down)   -10.24 / -10.23 eV

---

Q: What is the total charge in the third record?
A: +2